# 1
{"formula": "C21H21Cl2FeN4O3S", "method": "ωB97M-V with the def2-TZVPD basis set", "symbols": ["Fe", "Cl", "C", "Cl", "H", "H", "C", "C", "C", "C", "N", "C", "C", "C", "C", "C", "C", "C", "H", "H", "H", "H", "H", "H", "H", "H", "C", "C", "C", "C", "C", "C", "O", "N", "C", "O", "N", "C", "O", "H", "H", "H", "H", "H", "H", "H", "H", "H", "H", "H", "S", "C", "N"], "xyz": [[-0.446, -0.263, -0.197], [1.755, 0.596, 1.527], [0.867, 1.593, 2.695], [-0.738, 2.007, 2.083], [1.420, 2.510, 2.849], [0.753, 1.023, 3.609], [3.562, -0.728, -2.240], [3.458, 0.172, -3.292], [2.338, 0.976, -3.393], [1.332, 0.869, -2.439], [1.453, 0.006, -1.428], [2.528, -0.776, -1.327], [0.076, 1.642, -2.438], [-0.276, 2.528, -3.455], [-1.495, 3.186, -3.418], [-2.376, 2.966, -2.367], [-2.025, 2.090, -1.345], [-0.804, 1.433, -1.381], [4.420, -1.375, -2.128], [4.241, 0.239, -4.036], [2.245, 1.676, -4.211], [2.550, -1.461, -0.485], [0.391, 2.702, -4.291], [-1.762, 3.864, -4.218], [-3.334, 3.471, -2.343], [-2.714, 1.921, -0.525], [-2.346, -0.554, 4.461], [-3.343, -1.419, 3.694], [-2.692, -2.296, 2.607], [-3.788, -2.988, 1.771], [-3.230, -3.825, 0.623], [-1.870, -3.378, 3.295], [-2.371, -4.186, 4.042], [-0.523, -3.403, 3.019], [0.190, -2.501, 2.223], [1.387, -2.630, 2.094], [-0.536, -1.504, 1.627], [-1.860, -1.429, 1.695], [-2.400, -0.585, 0.953], [-2.850, -0.019, 5.266], [-1.887, 0.187, 3.804], [-1.554, -1.160, 4.909], [-4.088, -0.786, 3.212], [-3.854, -2.093, 4.383], [-4.442, -2.210, 1.378], [-4.361, -3.621, 2.450], [-2.670, -3.208, -0.081], [-4.038, -4.305, 0.074], [-2.566, -4.611, 0.991], [0.021, -4.136, 3.452], [-1.950, -3.381, -3.330], [-1.312, -2.400, -2.252], [-0.838, -1.672, -1.448]], "lowdin_charge": [0.938, 0.632, -0.920, 0.608, 0.030, 0.033, -0.044, -0.044, 0.006, -0.215, -0.009, -0.134, -0.196, -0.031, -0.079, -0.078, -0.116, -0.158, 0.109, 0.113, 0.108, 0.108, 0.102, 0.103, 0.103, 0.090, -0.071, -0.158, -0.307, -0.161, -0.059, -0.419, 0.108, 0.217, -0.532, 0.051, 0.084, -0.498, -0.028, 0.080, 0.028, 0.084, 0.125, 0.124, 0.122, 0.123, 0.045, 0.082, 0.086, 0.166, 0.610, -0.937, -0.025], "e_homo_ev": [-8.5, -8.5], "spin_multiplicity": 6}

# 2
{"formula": "C21H21Cl3I2N3O8P2Ru", "method": "ωB97M-V with the def2-TZVPD basis set", "symbols": ["Ru", "I", "C", "C", "C", "I", "C", "O", "C", "C", "N", "C", "C", "C", "C", "C", "C", "N", "C", "H", "H", "H", "H", "H", "H", "H", "H", "H", "H", "H", "N", "C", "C", "P", "O", "O", "O", "P", "O", "O", "O", "H", "H", "H", "H", "H", "H", "H", "H", "Cl", "C", "C", "C", "Cl", "C", "O", "C", "Cl", "C", "H", "H"], "xyz": [[0.645, 0.844, -0.038], [4.606, -3.156, 4.118], [2.899, -2.146, 3.494], [2.423, -1.079, 4.241], [1.304, -0.375, 3.811], [0.524, 1.098, 5.042], [0.713, -0.733, 2.617], [-0.374, -0.099, 2.075], [1.138, -1.849, 1.897], [0.327, -2.317, 0.716], [0.379, -1.447, -0.476], [-0.736, -1.710, -1.390], [-1.894, -0.759, -1.171], [-3.076, -0.903, -1.887], [-4.103, -0.009, -1.656], [-3.934, 0.987, -0.703], [-2.729, 1.055, -0.034], [-1.729, 0.206, -0.272], [2.244, -2.557, 2.340], [2.910, -0.796, 5.164], [-0.723, -2.355, 1.014], [0.631, -3.335, 0.451], [1.278, -1.539, -0.940], [-1.101, -2.734, -1.243], [-0.392, -1.627, -2.420], [-3.175, -1.697, -2.615], [-5.030, -0.089, -2.208], [-4.717, 1.699, -0.488], [-2.529, 1.803, 0.725], [2.596, -3.412, 1.781], [5.108, 1.207, 1.394], [4.283, 1.816, 0.335], [4.999, 3.017, -0.270], [3.816, 0.557, -0.904], [3.070, 1.495, -1.992], [4.970, -0.159, -1.470], [2.687, -0.205, -0.182], [2.622, 2.250, 1.120], [2.673, 3.879, 1.099], [2.905, 1.793, 2.615], [-0.124, 1.313, 1.870], [5.969, 1.732, 1.497], [5.358, 0.245, 1.189], [3.833, 1.396, 2.581], [5.891, 2.676, -0.798], [5.291, 3.717, 0.515], [4.362, 3.557, -0.966], [3.474, 1.446, -2.864], [1.933, 4.275, 1.572], [0.045, 5.380, -5.827], [0.089, 4.053, -4.700], [-0.051, 4.300, -3.345], [-0.012, 3.220, -2.487], [-0.196, 3.483, -0.762], [0.168, 1.890, -2.889], [0.197, 0.885, -2.063], [0.299, 1.712, -4.277], [0.517, 0.093, -4.875], [0.262, 2.762, -5.173], [-0.186, 5.303, -2.970], [0.368, 2.573, -6.231]], "lowdin_charge": [1.464, 0.878, -0.733, -0.225, -0.654, 0.996, -0.344, -0.212, -0.156, -0.124, -0.124, -0.144, -0.262, -0.011, -0.052, -0.048, -0.122, 0.038, -0.102, 0.082, 0.135, 0.132, 0.104, 0.130, 0.110, 0.120, 0.110, 0.106, 0.105, 0.105, 0.023, -0.635, -0.095, 0.291, -0.159, -0.279, -0.435, 0.785, -0.237, -0.281, -0.425, 0.097, 0.093, 0.057, 0.090, 0.083, 0.074, 0.093, 0.063, 0.656, -0.674, -0.128, -0.535, 0.736, -0.486, -0.283, -0.578, 0.705, -0.133, 0.108, 0.107], "e_homo_ev": [-7.8, -8.3], "spin_multiplicity": 6}

Energy above the lowest of the compared OMol25 structures with the same formula, charge and spin
In order: 1.6, 465.9
Unit: kJ/mol